Entry 1:
# C23H33F7N2O10S4

A structure of composition C23H33F7N2O10S4 (ωB97M-V/def2-TZVPD, the Open Molecules 2025 dataset).

Geometry as XYZ:
```
79
Properties=species:S:1:pos:R:3:forces:R:3
H -2.752 2.697 -6.993 -0.10 -0.02 -0.29
F -0.283 3.353 -1.190 -0.28 -0.43 0.22
H 7.612 -0.359 2.432 0.02 -0.06 -0.07
H 4.783 -2.313 6.877 -0.03 0.07 -0.07
C -2.326 0.768 -6.164 -0.18 -0.46 -0.35
H -2.841 -0.161 -5.915 -0.01 0.03 0.01
C -3.263 1.747 -6.843 0.33 0.09 0.69
H 5.949 0.204 2.388 0.00 -0.02 -0.02
H -0.709 -4.262 -1.447 -0.40 0.24 0.24
H 1.216 -0.002 4.965 -0.30 0.20 -0.05
C 6.633 -0.545 1.988 -0.11 0.19 0.20
C -5.130 0.359 -9.969 0.03 0.08 -0.08
H 3.059 1.618 5.450 -0.25 -0.19 -0.13
O -3.663 1.296 -8.151 -0.18 -0.01 -0.20
C 0.983 1.071 4.905 0.62 0.09 -0.03
O -2.985 -1.415 -1.795 1.16 -0.34 -0.52
C 2.324 1.807 4.660 -0.53 0.43 -0.32
S -0.342 -3.676 3.979 0.10 0.25 0.39
H 0.517 1.344 5.863 0.03 0.16 -0.32
H -4.141 1.947 -6.225 -0.10 -0.09 -0.15
C -1.387 -0.258 2.889 0.08 0.54 1.67
H 0.565 0.915 2.823 -0.21 0.11 0.13
O -1.770 -3.075 -0.172 0.44 0.10 0.24
C -2.011 -0.820 0.577 0.63 0.79 0.93
O 3.809 -2.045 4.140 -0.08 0.29 -0.14
H 5.145 -2.118 1.939 -0.05 -0.02 0.20
C -0.523 -3.705 -0.523 0.83 -0.26 -0.44
N -0.830 -3.761 2.466 -0.12 -0.08 -0.38
H 0.343 -1.697 -0.952 -0.04 -0.24 0.10
C -1.186 -2.529 2.076 0.41 -0.11 1.59
H -1.509 2.336 1.278 0.27 -0.13 1.36
O 5.376 -0.284 4.955 -0.29 0.12 -0.10
S -2.610 -0.275 -1.025 -2.82 -1.59 0.44
H 1.148 -3.063 -1.708 0.02 0.16 0.29
C -1.676 -2.126 0.790 0.14 -0.90 -0.85
H -0.202 -4.440 0.225 -0.39 0.23 -0.01
C 0.065 1.327 3.714 -0.11 -0.20 0.48
C -1.005 -1.612 3.168 -0.86 1.36 -1.53
S -4.798 0.180 -8.247 0.26 0.35 -0.43
C 2.154 3.343 4.500 0.47 -0.62 0.02
O -5.937 0.613 -7.500 0.02 -0.17 0.20
O -3.718 0.612 -0.848 0.90 1.26 0.38
H 3.147 3.809 4.553 -0.30 0.06 0.07
F -0.132 0.613 -1.091 -0.22 0.64 -0.04
C -2.249 1.586 1.576 -0.45 -0.36 -0.22
H 6.806 -2.674 1.819 0.01 -0.13 0.27
C 0.651 -2.731 -0.786 -0.05 -0.40 -0.14
O 6.231 -2.233 3.718 -0.13 -0.12 0.19
H -1.494 0.511 -6.821 0.00 0.08 -0.01
H 1.385 -2.767 0.029 -0.19 0.18 -0.14
F -0.822 -0.341 -2.901 -0.19 0.11 0.11
H -4.351 1.321 1.405 0.24 -0.58 1.20
H -5.526 1.355 -10.148 0.01 -0.01 0.03
C -1.502 1.864 -2.669 -0.13 0.70 0.09
F -1.600 4.191 -2.675 0.20 -0.33 0.10
H 6.699 -0.403 0.909 0.01 -0.09 0.00
F -2.475 3.247 -0.973 0.51 -0.40 0.31
H -0.133 2.386 3.510 0.04 -0.16 0.29
S 5.084 -1.652 4.660 0.46 -0.46 0.24
N -0.538 -2.086 4.308 0.03 -1.22 -0.61
C -3.526 1.923 1.795 -0.14 0.33 0.11
F -0.627 2.030 -3.683 0.36 -0.10 0.52
C -1.869 0.131 1.698 -0.59 0.22 -2.69
H 5.283 -3.675 5.838 0.00 0.02 -0.02
O -4.208 -1.102 -8.022 -0.17 -0.09 0.17
C -1.447 3.164 -1.807 -0.53 1.20 -1.02
H 2.721 1.391 3.720 0.20 0.13 0.34
H 6.486 -2.456 6.366 -0.02 0.03 -0.02
C 5.451 -2.629 6.079 0.07 -0.09 0.02
H -5.865 -0.395 -10.241 0.01 -0.03 0.10
H -1.936 1.190 -5.252 0.04 0.12 -0.04
F -2.726 1.837 -3.236 0.21 -0.37 0.55
H -3.801 2.816 2.362 0.10 0.50 -1.22
H 1.523 3.727 5.313 0.12 0.11 -0.29
O -1.231 0.674 3.900 0.88 -0.36 -0.84
H -4.208 0.200 -10.522 0.00 -0.01 0.04
C 6.158 -1.948 2.309 0.06 0.30 -0.69
C -1.179 0.528 -1.938 0.31 -0.66 -0.41
H 1.738 3.602 3.518 -0.08 0.03 0.35
```
Positions in Å, forces in eV/Å.

Output
2S+1: 1
LUMO level: -1.1 eV
Orbital gap: 7.85 eV

***

Entry 2:
# C34H51NO2PSbZn

A structure of composition C34H51NO2PSbZn (ωB97M-V/def2-TZVPD, the Open Molecules 2025 dataset).

Geometry as XYZ:
```
91
Properties=species:S:1:pos:R:3:forces:R:3
N 1.686 1.895 2.355 0.14 -0.21 -0.02
C 2.570 2.308 1.449 -0.08 -0.11 -0.16
H -2.092 0.147 -3.039 0.02 -0.03 -0.01
C -4.628 4.232 -1.109 0.03 0.05 0.02
C -1.383 -2.491 0.774 -0.04 0.00 0.00
C -1.100 0.605 -3.060 0.06 0.12 -0.01
H -2.054 3.695 1.072 0.05 0.03 0.07
H -0.178 2.160 -4.271 -0.03 -0.03 -0.03
C -1.548 -3.869 -1.611 -0.08 0.04 0.08
H 3.393 -2.476 2.111 -0.08 -0.04 0.05
H 4.137 -0.564 -3.401 0.03 0.02 0.02
C -2.279 -4.525 -0.424 0.05 0.09 0.00
C -2.906 3.468 0.441 -0.39 -0.05 0.01
H -0.020 4.219 -2.253 0.02 -0.02 -0.01
H -1.810 -4.382 -2.541 0.04 -0.03 -0.01
H 0.590 2.306 -0.548 0.03 0.01 0.00
C 3.105 4.252 2.704 -0.08 -0.09 0.02
C 0.191 2.177 -1.557 -0.10 0.01 -0.04
H 2.269 0.221 5.378 0.05 -0.06 -0.02
H 1.201 -3.053 5.443 -0.03 0.04 -0.04
C 3.316 -2.558 -3.164 -0.01 0.02 0.08
C -3.516 4.468 -0.282 -0.18 -0.18 0.02
H -1.692 -5.378 -0.064 -0.03 -0.01 -0.01
H -1.818 1.743 -4.761 0.02 -0.01 -0.01
C -1.175 1.900 -3.889 -0.07 0.05 0.10
H 2.425 0.373 -1.637 -0.04 0.03 -0.04
H -1.213 3.730 -1.042 0.15 0.00 -0.18
H -3.450 -2.996 0.593 0.03 0.00 0.02
H 4.190 -1.191 -1.759 0.00 0.02 -0.03
C -0.670 3.398 -1.927 0.07 -0.08 -0.13
O -0.136 1.071 4.289 0.37 0.43 -0.55
H 2.546 -2.111 -0.304 -0.02 -0.01 0.00
H -2.641 2.766 -2.563 0.04 0.04 -0.03
H 4.240 -3.022 -3.519 -0.01 -0.01 -0.03
C 2.606 -2.887 2.754 -0.07 0.05 -0.15
C 1.548 2.601 3.470 -0.22 0.01 -0.06
H 3.998 3.774 0.798 -0.03 -0.01 -0.05
H -1.894 3.932 -3.648 -0.05 0.01 0.03
H -0.415 -3.006 0.865 -0.06 0.04 0.02
C 1.169 -1.394 -1.789 0.11 0.07 0.34
C 1.883 -2.539 -1.061 -0.03 -0.06 -0.12
H -0.197 -1.949 5.596 0.04 -0.04 -0.07
C -1.891 -2.382 -1.717 0.04 -0.06 0.01
H -5.961 2.684 -1.792 -0.01 -0.06 0.01
H 1.171 -3.163 -0.518 0.05 0.04 0.04
H 3.078 -3.363 3.620 -0.09 0.09 -0.01
H 2.023 -4.158 -2.492 -0.01 -0.04 0.03
H -3.119 5.479 -0.213 0.05 -0.01 0.02
H 3.505 0.009 4.123 -0.04 -0.05 0.05
C 0.597 2.076 4.554 -0.46 -0.18 0.42
H 3.462 -3.949 -1.502 -0.02 -0.02 -0.01
H 3.627 5.192 2.825 0.04 0.04 0.05
H 2.068 -3.650 2.181 0.05 0.07 0.04
C 0.391 -2.555 4.903 -0.10 0.14 -0.07
C -2.856 0.961 1.077 0.49 -0.01 0.01
Sb 1.215 -1.265 3.349 0.33 -0.59 0.23
C 3.300 3.477 1.570 0.05 -0.04 -0.04
H -1.452 -1.975 -2.627 -0.07 0.01 0.00
H -2.210 -0.828 -0.222 -0.04 0.00 0.03
H 1.043 2.108 -2.243 0.03 -0.07 0.04
H 2.637 -2.503 -4.023 0.02 -0.01 0.01
P 0.051 -0.491 -0.576 -0.11 0.09 -0.65
H 3.164 -1.321 5.264 -0.02 -0.02 -0.04
H -1.557 1.117 -1.021 0.00 -0.01 0.05
H -5.097 5.025 -1.680 0.02 0.00 0.02
H -2.566 -4.062 1.679 -0.06 0.02 -0.02
H 2.674 1.667 0.578 0.00 0.05 -0.04
H -0.467 -3.979 -1.486 -0.05 -0.01 -0.03
C -1.449 -1.587 -0.470 0.10 -0.09 0.06
C -1.693 3.054 -3.029 0.12 -0.09 0.06
H -1.494 -1.860 1.659 0.01 0.01 -0.03
H 2.061 4.334 4.594 -0.05 -0.04 0.01
H -0.260 -3.308 4.450 0.04 0.05 0.04
C 2.681 -3.408 -2.046 0.04 0.10 -0.02
C 2.238 -0.432 -2.355 0.07 -0.14 0.01
H 1.861 0.035 -3.269 -0.01 0.05 0.06
H -2.977 -2.287 -1.831 0.02 0.03 -0.02
H -0.424 -0.098 -3.563 -0.03 -0.03 0.02
C 2.724 -0.499 4.696 -0.07 0.26 -0.10
C 3.573 -1.140 -2.662 -0.14 -0.05 -0.05
C -3.358 2.077 0.425 0.09 -0.04 0.13
H -4.923 0.880 -0.523 0.00 0.00 0.02
C -5.105 2.909 -1.158 0.12 -0.04 0.13
C -2.502 -3.526 0.728 0.07 -0.08 -0.04
Zn -1.071 1.129 2.003 -0.45 0.17 0.30
H 0.583 -1.819 -2.611 0.04 0.02 -0.03
O 0.649 2.690 5.627 0.09 0.03 0.11
C -0.659 0.897 -1.613 0.16 0.04 0.05
H -3.242 -4.924 -0.758 0.01 -0.01 0.01
C -4.522 1.886 -0.445 -0.05 0.18 -0.08
C 2.232 3.795 3.673 0.11 0.20 0.17
```
Positions in Å, forces in eV/Å.

Output
2S+1: 1
LUMO level: 4.3 eV
Orbital gap: 3.30 eV
Total charge: -2

***

Entry 3:
# C5H6BrO2

The ion C5H6BrO2 with charge -1 (ωB97M-V/def2-TZVPD, the Open Molecules 2025 dataset).

Geometry as XYZ:
```
14
Properties=species:S:1:pos:R:3:forces:R:3
O 0.129 2.139 -1.162 0.16 -0.55 0.24
C -0.095 -0.127 0.852 0.77 -2.82 0.22
H -1.082 -2.013 0.066 -0.68 -1.40 0.54
C -0.416 -1.247 -0.159 -0.10 2.94 -0.29
H 0.443 -1.423 -0.818 -0.80 -0.13 -0.05
H 1.850 0.752 1.568 -0.56 -1.00 -0.96
C -1.063 0.167 -0.196 4.02 0.50 -2.45
O -1.156 0.892 -2.514 0.12 -0.55 0.00
Br -0.753 -0.727 2.654 0.24 0.66 -0.33
H -2.011 0.329 0.127 -2.89 0.04 0.47
C -0.592 1.161 -1.445 -1.30 0.45 0.93
C 1.377 0.150 0.725 0.77 0.24 1.83
H 1.900 -0.783 0.445 0.14 0.33 1.05
H 1.471 0.730 -0.143 0.11 1.28 -1.19
```
Positions in Å, forces in eV/Å.

Output
2S+1: 1
LUMO level: 3.1 eV
SMILES: C[C@]1(Br)C[C@@H]1C(=O)[O-]
Orbital gap: 7.54 eV
Total charge: -1

***

Entry 4:
# C32H51CoN2O2P2

A structure of composition C32H51CoN2O2P2 (ωB97M-V/def2-TZVPD, the Open Molecules 2025 dataset).

Geometry as XYZ:
```
90
Properties=species:S:1:pos:R:3:forces:R:3
H 4.305 2.905 -1.686 -0.21 -0.31 0.39
C 3.101 -2.915 -0.348 -0.06 0.30 0.58
C -2.456 1.401 3.880 -0.22 -0.15 0.13
H 0.277 -1.205 -4.524 -0.35 0.30 0.01
C -2.529 0.410 -3.981 -0.43 0.28 -0.40
H -1.106 2.239 -2.468 0.08 -0.17 -0.53
H 3.643 -5.962 1.964 0.02 -0.28 -0.21
C 4.500 -4.827 0.338 -0.81 0.49 0.40
H -1.943 4.148 4.201 0.16 -0.18 -0.13
C 2.328 -4.420 1.378 0.38 0.74 0.57
H -0.497 -0.283 4.784 0.28 -0.05 -0.16
C -1.089 3.494 3.964 -0.04 0.21 0.23
H 1.842 2.600 4.158 -0.13 -0.13 0.15
H -2.719 1.305 -4.580 -0.24 -0.06 -0.04
C -1.571 2.350 3.064 0.10 -0.01 0.28
H -2.808 0.554 3.282 0.06 0.04 0.05
C -1.048 0.398 -3.661 -0.48 -0.77 0.63
H -1.962 1.009 4.772 -0.02 0.13 -0.14
H 2.795 1.005 2.227 0.06 -0.03 0.16
P -0.185 1.355 2.217 0.45 0.41 0.92
O -2.632 2.803 -1.191 -0.61 -0.83 0.15
H 2.828 3.837 0.141 0.36 0.24 0.10
H -4.691 2.815 -0.759 0.15 -0.16 -0.23
H 2.294 1.214 5.155 -0.23 0.17 -0.09
C 2.338 0.211 2.825 -0.01 -0.16 -0.21
H -2.756 -2.580 -0.728 0.22 -0.01 -0.09
H -1.896 3.671 1.338 -0.05 -0.06 0.05
H -2.149 -4.159 -1.220 0.12 0.20 -0.03
H -1.870 -2.366 -4.387 -0.06 0.00 0.19
C 3.430 2.356 -1.321 0.02 0.31 0.16
H 1.579 -4.773 2.099 0.37 0.42 -0.19
C 0.832 2.668 1.436 0.17 0.40 0.12
H 0.024 -1.285 3.414 0.02 0.22 0.28
C -1.849 -3.120 -1.023 0.11 0.25 0.21
N 0.202 -1.537 1.093 5.95 -4.58 1.20
C 1.168 -2.272 1.258 -5.75 3.42 -3.67
C -0.606 1.837 -3.364 0.13 0.35 0.21
C 1.038 0.656 3.511 -0.34 0.39 0.18
C 1.462 1.665 4.589 0.09 -0.17 0.27
H 1.575 3.059 2.137 0.06 -0.07 -0.08
C 2.163 -3.173 0.718 1.47 -1.63 0.21
H -2.557 -3.719 -3.491 0.09 0.10 0.02
H -2.834 -0.451 -4.575 -0.03 0.13 0.13
P -0.681 -0.635 -2.060 0.33 0.19 -1.19
C -1.201 -2.563 -2.296 0.43 1.01 -0.47
H 2.189 -0.651 2.180 0.09 0.29 0.02
O -3.318 -0.454 0.780 2.92 1.08 -0.60
H 0.213 3.541 1.200 -0.11 -0.22 -0.13
H 1.090 -1.063 4.813 -0.13 0.06 -0.08
H 0.670 1.888 5.311 0.20 -0.07 -0.24
H -3.352 1.937 4.226 0.22 -0.03 -0.11
C 0.362 -0.560 4.161 0.08 -0.17 0.21
H -0.693 3.154 4.924 -0.08 0.05 -0.26
C -2.443 2.963 1.966 -0.11 -0.09 -0.27
C -0.201 -0.248 -4.774 0.08 -0.10 -0.69
C 4.239 -3.724 -0.480 0.07 -0.15 -0.34
N 1.069 1.095 -0.447 1.20 1.16 -1.77
C -2.249 -2.668 -3.406 -0.02 -0.20 -0.18
H -2.866 2.200 1.310 0.05 0.15 0.05
H 3.053 -0.106 3.599 -0.13 0.20 -0.15
C 2.626 2.883 -0.307 0.08 0.01 -0.19
C 1.715 0.729 -1.636 1.02 -0.69 0.87
H -4.264 2.440 -2.474 0.02 0.00 0.35
H -3.157 -2.099 -3.170 0.28 -0.09 -0.05
H 0.525 -3.066 -3.553 -0.04 -0.08 0.15
C 0.045 -3.380 -2.620 -0.10 -0.21 -0.04
H -3.153 0.467 -3.083 0.13 -0.02 -0.21
H -2.606 3.734 -1.388 -0.14 0.53 -0.14
C 1.060 -0.164 -2.555 0.45 -2.93 3.44
C 1.519 2.190 0.187 0.47 -0.33 -0.50
C -2.214 -0.127 0.556 -4.91 -1.58 0.87
H 0.468 1.942 -3.208 -0.08 -0.08 -0.08
H 0.615 0.431 -5.034 -0.06 -0.10 -0.22
H 2.999 -2.103 -1.090 -0.14 -0.20 0.91
H -3.972 1.239 -1.187 0.05 0.32 0.00
H -0.809 2.481 -4.227 -0.30 -0.13 0.03
H 0.775 -3.341 -1.801 -0.10 0.01 -0.20
H -3.282 3.510 2.423 0.26 -0.16 -0.01
Co -0.490 0.079 0.274 -0.25 0.48 -0.05
C 3.511 -5.153 1.261 -0.33 -0.19 -0.08
H 5.422 -5.408 0.276 -0.31 0.31 -0.05
H -0.333 4.120 3.482 -0.04 -0.04 0.03
H -0.266 -4.429 -2.738 0.19 0.15 -0.01
H -0.784 -0.468 -5.674 -0.07 0.34 -0.01
C -3.971 2.309 -1.421 0.22 0.34 0.05
H 3.624 0.647 -2.705 -0.44 0.61 0.46
H 4.992 -3.503 -1.242 -0.48 0.17 0.07
C 3.048 1.171 -1.920 -1.32 -0.19 -0.38
H -1.155 -3.131 -0.179 -0.13 0.03 -0.07
H 1.658 -1.026 -2.893 0.13 0.86 -0.54
```
Positions in Å, forces in eV/Å.

Output
Expectation value of S²: 3.8249
2S+1: 4
LUMO level (alpha / beta): -3.0 / -4.0 eV
Orbital gap (alpha / beta): 6.10 / 6.80 eV
Total charge: +1

***

These records have largest force on an atom values of 3.266, 0.795, 4.732, 7.625 eV/Å, in the order they appear.
These records have energy above the lowest of the compared OMol25 structures with the same formula, charge and spin values of 0.00, 180.81, 29.31, 205.66 kJ/mol, in the order they appear.